ORCA calculation (ωB97M-V with the def2-TZVPD basis set) on C47H62N5O4SbSi2V as an isolated structure.

The expectation value of S² is 1.00. The calculation puts the electronic energy at -113363.5826 eV. As for the gap between HOMO and LUMO (spin up / spin down): 2.464 / 2.199 eV.

Geometry as ORCA input:
```
! RIJCOSX wB97M-V def2-TZVPD def2/J DEFGRID3
* xyz -2 2
V -0.15410 0.02460 -0.76530
C 0.05190 6.37510 -0.06420
O 1.25870 6.21610 -0.75110
C 1.55460 4.92990 -1.20530
C 2.57730 4.85510 -2.16800
C 2.92080 3.64840 -2.72050
C 2.28060 2.44060 -2.36190
C 2.59270 1.18100 -2.94540
C 3.73330 1.10940 -3.96670
O 1.98530 0.11770 -2.68390
C 1.25290 2.51540 -1.33790
O 0.62640 1.47890 -0.93520
C 0.92650 3.77590 -0.78810
H -0.02440 7.43980 0.16290
H 0.03450 5.80780 0.87180
H -0.80560 6.06860 -0.68010
H 3.07480 5.77070 -2.46040
H 3.70510 3.62600 -3.46690
H 3.43980 1.59360 -4.90070
H 3.93630 0.05830 -4.16210
H 4.63370 1.58530 -3.58120
H 0.15330 3.77170 -0.02950
C 3.42780 -0.56950 0.13970
Si 1.68720 -1.39650 -0.13560
C 1.61910 -2.63610 1.37740
C 1.92200 -2.69020 -1.55700
C 3.03700 -3.51920 -1.59060
C 3.20460 -4.47700 -2.57570
C 2.24690 -4.60750 -3.56510
C 1.15380 -3.75830 -3.56460
C 0.96640 -2.80150 -2.57450
Si -0.55860 -1.59230 -2.56410
C -0.51220 -0.81260 -4.37110
C -1.98840 -2.89670 -2.92010
H 4.19500 -1.25050 0.50810
H 3.33960 0.24640 0.85650
H 3.77640 -0.14160 -0.79440
H 2.27030 -3.48990 1.21030
H 0.61330 -3.01600 1.52720
H 1.93800 -2.15060 2.29600
H 3.80000 -3.41960 -0.82840
H 4.07470 -5.12680 -2.57520
H 2.36290 -5.35710 -4.34300
H 0.42700 -3.84520 -4.36430
H -0.32460 -1.54760 -5.15490
H 0.27840 -0.06950 -4.41400
H -1.45600 -0.31600 -4.60630
H -1.67900 -3.69200 -3.59290
H -2.84610 -2.40920 -3.37810
H -2.31920 -3.35790 -1.99730
C -1.33910 -4.99190 0.80320
N -1.84770 -4.09960 1.81840
C -2.37910 -2.88870 1.48960
N -2.87420 -2.17280 2.55600
O -2.50280 -2.52110 0.33610
H -2.08770 -5.74900 0.53760
H -0.43660 -5.49300 1.14990
H -1.09640 -4.40480 -0.08500
H -1.66200 -4.31340 2.78390
H -2.44430 -2.32240 3.45970
H -3.00040 -1.19240 2.34370
C -6.09710 -0.61870 -1.83600
C -4.87700 -1.29760 -1.23330
N -3.85990 -0.31140 -0.97590
C -3.56730 0.67620 -1.87480
N -2.43980 1.26230 -1.76870
C -2.09620 2.38870 -2.59100
C -3.33010 3.06090 -3.19310
C -4.21600 1.97690 -3.79140
N -4.60030 1.06680 -2.73780
C -5.63900 0.12550 -3.08190
H -6.50840 0.09720 -1.12290
H -6.86370 -1.35540 -2.08610
H -4.51090 -2.08100 -1.91000
H -5.12470 -1.77480 -0.28210
H -3.02690 -0.71960 -0.55330
H -1.41960 2.04280 -3.38310
H -1.52790 3.09480 -1.97530
H -3.04890 3.80000 -3.94290
H -3.89010 3.56360 -2.40280
H -3.68100 1.45040 -4.59690
H -5.12870 2.40900 -4.22350
H -5.29310 -0.60090 -3.83750
H -6.47040 0.68940 -3.52860
C 6.18070 -0.11470 5.80540
C 5.61340 -0.98170 4.87970
C 4.31670 -0.78750 4.45370
C 3.54320 0.27360 4.93190
C 4.14330 1.15780 5.82290
C 5.43230 0.95860 6.27720
Sb 1.64920 0.60870 3.85610
C 0.50000 -0.60970 5.29410
C -0.19660 -1.70810 4.78490
C -1.15150 -2.36950 5.52820
C -1.50400 -1.90400 6.80140
C -0.83860 -0.79620 7.31260
C 0.15250 -0.17620 6.58350
C 1.24070 2.61900 4.53900
C 0.85120 3.50860 3.53130
C 0.45000 4.79480 3.81360
C 0.42990 5.25730 5.13230
C 0.82300 4.39150 6.14370
C 1.21330 3.09930 5.85540
H 7.19520 -0.26570 6.15400
H 6.19450 -1.81150 4.49070
H 3.87840 -1.47310 3.73840
H 3.59000 2.01240 6.18660
H 5.86250 1.63920 7.00710
H 0.05210 -2.05800 3.78900
H -1.63080 -3.26920 5.14380
H -2.28980 -2.39150 7.36500
H -1.08860 -0.42520 8.30280
H 0.68820 0.65050 7.02390
H 0.87950 3.17100 2.49990
H 0.13980 5.45840 3.01350
H 0.10980 6.26890 5.35740
H 0.82480 4.73490 7.17450
H 1.51030 2.46070 6.67600
C -1.02600 0.30250 1.09010
H -2.08450 0.58460 1.02670
H -0.51150 1.12910 1.59270
H -0.92850 -0.56050 1.75620
*
```

***

ORCA calculation (ωB97M-V with the def2-TZVPD basis set) on C4H6Ca2NO6 as an isolated structure.

The calculation puts the electronic energy at -54864.3334 eV. The energy relative to the best compared isomer or geometry (same formula, charge and spin) comes out at 0.0 kcal/mol. As for the gap between HOMO and LUMO: 4.313 eV.

Geometry as ORCA input:
```
! RIJCOSX wB97M-V def2-TZVPD def2/J DEFGRID3
* xyz 3 1
Ca -12.10173 -14.53456 4.91733
Ca -13.38023 -12.25089 7.76057
N -10.75868 -14.39487 7.86615
O -10.74495 -14.88987 6.78349
O -9.68067 -14.26694 8.45702
O -11.78408 -13.90068 8.23994
C -6.64432 -12.54503 6.64993
C -6.79218 -12.63893 5.21159
C -7.00079 -14.07424 4.72906
O -8.34072 -14.12996 4.29143
C -8.92938 -12.92753 4.39298
O -10.08271 -12.67726 4.02632
O -8.04991 -12.04782 4.95805
H -6.65874 -11.48459 6.90167
H -5.71844 -12.98442 7.02114
H -7.42889 -13.04028 7.22201
H -5.88854 -12.15584 4.83989
H -6.92424 -14.82794 5.51275
H -6.29773 -14.37654 3.95290
*
```

***

ORCA calculation (ωB97M-V with the def2-TZVPD basis set) on C30H33CuN2O2SSi as an isolated structure.

The calculation puts the electronic energy at -102077.4129 eV. The energy relative to the best compared isomer or geometry (same formula, charge and spin) comes out at 2.0 kcal/mol. As for the gap between HOMO and LUMO: 6.319 eV.

Geometry as ORCA input:
```
! RIJCOSX wB97M-V def2-TZVPD def2/J DEFGRID3
* xyz -2 1
Cu 0.02209 -2.32185 2.94737
C -3.67930 0.02865 2.55104
C -2.29180 0.54187 2.93792
C -1.56858 1.18185 1.78332
C -1.59127 2.55721 1.61114
C -0.95246 3.15202 0.53110
C -0.28404 2.35646 -0.38109
C -0.23454 0.96885 -0.24674
C 0.52857 0.17870 -1.28556
C -0.26845 -0.02612 -2.58096
C -0.89133 0.38289 0.84377
N -0.83404 -0.99966 1.10359
C -1.42184 -1.83676 0.33491
C -1.41495 -3.23961 0.62648
C -1.98009 -4.30181 -0.08033
C -1.69369 -5.45359 0.66462
C -0.97700 -5.01938 1.78393
N -0.80511 -3.68713 1.76721
H -4.17982 -0.41470 3.41466
H -3.60878 -0.73619 1.77589
H -4.30474 0.83998 2.16972
H -1.69635 -0.29105 3.31568
H -2.37945 1.26466 3.75319
H -2.10963 3.16692 2.34415
H -0.96565 4.22868 0.41029
H 0.23043 2.81163 -1.22126
H 0.83779 -0.78435 -0.87862
H 1.44248 0.72853 -1.52089
H -0.99283 -0.83475 -2.47339
H 0.38419 -0.25793 -3.42306
H -0.82688 0.87980 -2.82771
H -1.97287 -1.50313 -0.55077
H -2.51436 -4.23393 -1.01663
H -1.96351 -6.47205 0.42910
H -0.58354 -5.61432 2.59579
O 2.61750 4.00567 -11.04230
C 2.02665 2.77207 -10.92967
O 1.22952 2.45503 -11.78087
C 2.46186 1.93459 -9.80748
C 1.76995 0.74246 -9.54606
C 2.12324 -0.08173 -8.50549
C 3.21265 0.20951 -7.64096
S 3.67070 -0.81918 -6.35476
C 3.90587 1.41572 -7.92727
C 3.54303 2.24054 -8.96516
H 3.17367 4.14640 -10.26821
H 0.93538 0.48849 -10.18819
H 1.56656 -0.99168 -8.32009
H 4.74956 1.67216 -7.29926
H 4.15169 3.12877 -9.12443
C 1.74267 -2.23033 6.13963
Si 1.01370 -1.22935 4.67744
C 2.44871 -0.05579 4.21998
C -0.20858 -0.06971 5.60821
C -0.05621 1.31644 5.68824
C -1.00176 2.12675 6.30940
C -2.13429 1.56576 6.88059
C -2.30975 0.18738 6.82153
C -1.36322 -0.60648 6.19110
H 2.18432 -1.57370 6.89698
H 2.51668 -2.91662 5.78438
H 0.96966 -2.83457 6.62228
H 2.84841 0.48333 5.08644
H 2.13723 0.67646 3.46981
H 3.26501 -0.63423 3.77856
H 0.81412 1.78295 5.23984
H -0.85568 3.20123 6.33944
H -2.87710 2.19366 7.35915
H -3.19508 -0.26487 7.25537
H -1.53534 -1.67752 6.12398
*
```

***

ORCA calculation (ωB97M-V with the def2-TZVPD basis set) on an isolated ion of composition C3H8IN2 and charge +1.

Its structure (SMILES) is I[C@@H]1CNC[NH2+]1. The calculation puts the electronic energy at -14313.4693 eV. The energy relative to the best compared isomer or geometry (same formula, charge and spin) comes out at 22.4 kcal/mol. As for the gap between HOMO and LUMO: 9.389 eV.

Geometry as ORCA input:
```
! RIJCOSX wB97M-V def2-TZVPD def2/J DEFGRID3
* xyz 1 1
I -1.91233 -2.09478 0.29123
C -1.09927 -0.11276 -0.46268
C 0.25028 -0.30513 -1.25657
N 1.22386 0.22838 -0.34972
C 0.77237 0.14869 0.92164
N -0.60812 0.78081 0.71140
H -1.86639 0.34107 -1.04012
H 0.35366 -1.41105 -1.49169
H 0.28335 0.24670 -2.19576
H 2.07885 -0.29668 -0.44042
H 0.50402 -0.82159 1.48370
H 1.42485 0.68117 1.64595
H -0.99571 0.78117 1.67773
H -0.40942 1.83401 0.50529
*
```